Entry 1:
Formula: C16H27NO8S
Source: OMol25
Level of theory: ωB97M-V with the def2-TZVPD basis set

Computed properties:
- Total energy: -45732.562 eV
- Spin multiplicity: 1
- Gap between HOMO and LUMO: 7.7 eV
- Maximum force: 0.3 eV/A
- Molar mass: 393.46 g/mol

Cartesian coordinates (Å):
O 2.04 2.22 -1.22
C 1.95 2.07 -0.04
O 2.31 3.02 0.87
C 2.42 2.40 2.12
O 3.09 2.88 2.97
C 1.71 1.07 2.01
C 1.31 0.06 3.04
S 1.53 0.31 4.81
O 1.87 1.67 5.11
O 0.42 -0.34 5.45
C 1.49 0.86 0.70
C 0.89 -0.30 -0.03
C -0.60 -0.48 0.23
C -1.44 0.64 -0.38
C -2.95 0.46 -0.17
N -3.30 0.11 1.19
C -3.37 -1.15 1.72
C -3.67 -1.04 3.05
C -3.79 0.35 3.34
C -3.56 1.02 2.17
H 0.24 -0.17 2.98
H 1.84 -0.87 2.81
H 2.60 -0.48 5.03
H 1.02 -0.10 -1.09
H 1.43 -1.23 0.20
H -0.90 -1.43 -0.23
H -0.82 -0.59 1.30
H -1.14 1.61 0.03
H -1.25 0.65 -1.45
H -3.45 1.40 -0.39
H -3.35 -0.29 -0.86
H -3.20 -2.03 1.13
H -3.79 -1.85 3.75
H -4.01 0.79 4.30
H -3.56 2.08 1.99
C 1.42 -0.82 -4.06
O 0.44 -1.25 -3.11
H 2.36 -0.70 -3.53
H 1.55 -1.56 -4.85
H 1.15 0.14 -4.51
H -0.40 -1.35 -3.58
C 2.72 -4.32 0.48
O 1.82 -3.43 -0.17
H 2.27 -4.58 1.44
H 2.88 -5.23 -0.10
H 3.69 -3.84 0.67
H 2.18 -3.19 -1.02
C -0.21 2.92 -5.36
O -0.80 2.02 -6.30
H -0.08 2.37 -4.44
H 0.76 3.27 -5.71
H -0.86 3.78 -5.17
H -0.93 2.49 -7.13

Here are the Mulliken charges for atoms 1 to 6, given in e: number 1, O, carries -0.534; number 2, C, carries -0.003; number 3, O, carries -0.330; number 4, C, carries 0.124; number 5, O, carries -0.465; number 6, C, carries 0.439

---

Entry 2:
Formula: C45H50CaN8O2PSSb2
Source: OMol25
Level of theory: ωB97M-V with the def2-TZVPD basis set

Computed properties:
- Total energy: -115130.620 eV
- Spin multiplicity: 1
- Gap between HOMO and LUMO: 7.2 eV
- Maximum force: 1.0 eV/A
- Molar mass: 1081.59 g/mol
- ΔE to the lowest compared entry with this formula, charge and spin: 0.4853 eV
- Total charge: +1

Cartesian coordinates (Å):
Ca -0.58 0.40 -0.89
C 2.56 -1.51 3.57
Sb 2.34 -0.85 1.54
C 2.49 1.24 1.99
C 4.47 -1.05 1.11
C 5.13 0.19 0.59
C 5.88 0.96 1.48
C 6.54 2.10 1.07
C 6.49 2.48 -0.26
C 5.76 1.72 -1.16
C 5.06 0.58 -0.75
C 4.28 -0.18 -1.78
Sb 2.31 0.58 -2.31
C 2.28 -0.57 -4.10
C 3.00 2.46 -3.03
H 3.25 -0.82 4.07
H 2.99 -2.51 3.58
H 1.61 -1.53 4.10
H 3.32 1.40 2.68
H 1.57 1.60 2.45
H 2.67 1.82 1.08
H 4.62 -1.90 0.45
H 4.90 -1.31 2.08
H 5.95 0.64 2.51
H 7.11 2.68 1.78
H 7.02 3.36 -0.61
H 5.74 2.00 -2.20
H 4.17 -1.23 -1.52
H 4.80 -0.14 -2.74
H 2.82 -0.03 -4.88
H 1.25 -0.71 -4.44
H 2.75 -1.53 -3.92
H 3.63 2.30 -3.90
H 3.57 2.96 -2.25
H 2.15 3.07 -3.31
N -2.49 -2.94 -3.49
C -3.56 -2.07 -3.48
C -3.20 -1.05 -2.66
N -1.94 -1.26 -2.16
C -1.55 -2.40 -2.68
C -0.24 -2.94 -2.34
N 0.59 -2.26 -1.57
C 1.70 -3.05 -1.44
C 1.54 -4.21 -2.14
N 0.29 -4.13 -2.71
H -2.41 -3.78 -4.04
H -4.45 -2.26 -4.05
H -3.77 -0.17 -2.38
H 2.55 -2.76 -0.86
H 2.17 -5.06 -2.28
H -0.15 -4.85 -3.26
C -0.61 -0.88 5.84
C -1.30 -2.01 5.42
C -1.65 -2.15 4.09
C -1.31 -1.16 3.17
C -0.62 -0.04 3.60
C -0.27 0.10 4.93
P -1.84 -1.17 1.42
C -1.79 -2.92 0.93
C -2.73 -3.47 0.06
C -2.59 -4.77 -0.40
C -1.49 -5.54 -0.01
C -0.54 -4.99 0.83
C -0.69 -3.69 1.30
C -3.62 -0.77 1.65
C -4.61 -1.71 1.91
C -5.91 -1.31 2.18
C -6.23 0.04 2.21
C -5.24 0.98 1.96
C -3.95 0.58 1.68
H -0.33 -0.78 6.89
H -1.56 -2.79 6.13
H -2.20 -3.03 3.77
H -0.35 0.72 2.88
H 0.28 0.98 5.26
H -3.58 -2.89 -0.28
H -3.34 -5.19 -1.05
H -1.39 -6.56 -0.36
H 0.32 -5.57 1.14
H 0.06 -3.28 1.97
H -4.37 -2.77 1.93
H -6.67 -2.06 2.38
H -7.24 0.35 2.42
H -5.49 2.04 1.97
H -3.19 1.33 1.45
C -1.18 3.76 -5.74
N -1.60 3.18 -4.47
C -2.70 3.64 -3.83
C -3.08 3.15 -2.63
C -2.27 2.12 -2.06
O -2.53 1.60 -0.93
N -1.18 1.66 -2.72
C -0.79 2.19 -3.91
O 0.23 1.82 -4.48
H -2.06 4.16 -6.24
H -0.73 2.99 -6.35
H -0.45 4.56 -5.58
H -3.24 4.42 -4.35
H -3.96 3.51 -2.12
S 0.36 3.32 -0.38
C -0.22 3.74 1.12
N 0.00 5.01 1.60
C -0.49 5.48 2.76
C -1.25 4.66 3.53
C -1.44 3.35 3.03
N -0.96 2.90 1.91
H 0.56 5.61 1.00
H -0.24 6.50 3.00
H -1.67 4.98 4.47
H -2.03 2.63 3.60

Here are the Mulliken charges for atoms 1 to 6, given in e: number 1, Ca, carries 1.220; number 2, C, carries -1.319; number 3, Sb, carries 0.010; number 4, C, carries -1.056; number 5, C, carries -1.485; number 6, C, carries 0.748